Record 1
{"formula": "C15H32BClN4O7P", "method": "wB97M-V/def2-TZVPD", "smiles": "CCOC[N@@+]1(O)[C@@](CCCN)(CC(=O)Cl)[C@@H](P(=N)(O)O)O[C@]1(N=C(C)C)B(C)O", "orbital_gap_ev": 8.1, "spin_multiplicity": 1, "charge": 1, "lumo_energy_ev": -3.264, "symbols": ["C", "C", "O", "C", "N", "O", "C", "C", "C", "C", "N", "C", "C", "O", "Cl", "C", "P", "N", "O", "O", "O", "C", "N", "C", "C", "C", "B", "C", "O", "H", "H", "H", "H", "H", "H", "H", "H", "H", "H", "H", "H", "H", "H", "H", "H", "H", "H", "H", "H", "H", "H", "H", "H", "H", "H", "H", "H", "H", "H", "H", "H"], "positions_angstrom": [[1.850, -0.758, 4.435], [1.777, 0.604, 3.563], [1.661, 0.378, 2.140], [0.307, -0.056, 1.809], [-0.016, 0.218, 0.322], [0.859, 1.263, 0.145], [0.590, -0.838, -0.628], [1.096, -0.199, -2.013], [2.665, 0.104, -2.125], [2.937, 1.488, -2.947], [3.480, 2.493, -1.946], [1.678, -1.839, -0.043], [2.274, -2.936, -0.997], [2.240, -3.031, -2.221], [3.228, -4.278, -0.141], [-0.784, -1.586, -1.052], [-1.060, -3.433, -0.733], [-0.415, -4.382, -1.868], [-2.758, -3.664, -0.882], [-0.683, -3.920, 0.853], [-1.892, -1.045, -0.223], [-1.482, 0.344, 0.069], [-2.463, 0.690, 1.140], [-2.580, 1.990, 1.368], [-1.421, 3.033, 1.682], [-4.087, 2.575, 1.390], [-2.121, 1.122, -1.218], [-3.542, 0.550, -1.794], [-1.528, 2.261, -1.879], [2.314, -0.435, 5.441], [0.819, -1.175, 4.696], [2.566, -1.527, 3.998], [1.013, 1.345, 3.989], [2.803, 1.107, 3.718], [0.101, -1.132, 2.108], [-0.325, 0.598, 2.510], [0.517, 2.001, -0.398], [0.555, 0.742, -2.345], [0.868, -0.990, -2.822], [3.144, -0.714, -2.775], [3.209, 0.237, -1.138], [3.712, 1.362, -3.769], [1.985, 1.946, -3.370], [4.469, 2.694, -2.151], [2.924, 3.354, -1.952], [1.351, -2.395, 0.914], [2.567, -1.192, 0.311], [-1.101, -1.512, -2.163], [0.183, -5.044, -1.343], [-3.077, -3.088, -1.620], [-0.436, -4.869, 0.891], [-1.919, 4.020, 2.010], [-0.754, 3.301, 0.802], [-0.801, 2.711, 2.599], [-4.226, 3.184, 2.343], [-4.832, 1.724, 1.271], [-4.147, 3.318, 0.517], [-4.202, 1.358, -2.248], [-4.124, 0.135, -0.891], [-3.364, -0.346, -2.486], [-1.604, 2.132, -2.853]], "forces_ev_per_angstrom": [[-0.02, 1.16, 0.79], [1.62, -0.58, 1.47], [-1.82, -1.01, -0.05], [0.15, 0.21, 3.34], [3.23, -1.02, 1.58], [0.17, 2.81, -0.68], [-1.70, -2.50, -3.17], [1.02, -0.31, -0.63], [0.22, 0.51, -1.69], [0.30, 0.33, 1.20], [-0.19, -0.26, -0.85], [0.86, 0.41, 1.81], [0.16, -0.64, -3.62], [-0.08, 1.01, 4.36], [-0.96, 1.38, -0.13], [-1.93, -1.07, 0.91], [-0.69, -4.44, -1.56], [-0.14, 1.68, 2.82], [2.41, 2.02, 0.22], [-0.70, 1.38, -1.90], [3.05, 1.41, -0.05], [-3.24, -1.36, 0.30], [1.06, 3.21, -1.81], [-1.17, -0.12, 0.72], [-0.78, 0.77, 0.25], [1.49, -0.20, 0.71], [-0.43, 1.41, -2.10], [-0.09, -0.38, 1.21], [0.09, -2.37, 0.71], [-0.75, -0.55, -1.47], [1.44, 0.34, -0.62], [-1.16, 1.03, 0.32], [0.65, -1.12, -0.82], [-1.61, -0.70, -0.62], [0.25, 1.15, -0.89], [0.18, -0.94, -1.72], [-0.52, -0.69, -0.14], [0.24, -1.20, 0.85], [0.29, 1.12, 1.44], [-0.71, 0.96, 1.39], [-0.80, -0.26, -1.26], [-1.24, -0.13, 0.91], [1.10, -0.91, 0.25], [-0.91, 0.13, 0.22], [0.69, -0.37, -0.18], [0.24, 0.86, -1.65], [-1.21, -1.09, -0.60], [0.96, 0.14, 1.57], [-0.12, 0.15, -0.87], [0.14, -0.70, 0.77], [-0.29, 0.67, -0.35], [0.72, -1.53, -0.64], [-0.78, -0.56, 1.07], [-0.86, 0.19, -1.64], [-0.12, -0.86, -1.23], [1.03, 1.26, 0.23], [0.13, -1.11, 1.09], [1.07, -1.10, 0.19], [0.85, 0.45, -1.41], [-0.40, 1.37, 0.70], [-0.40, 0.56, 0.91]]}



Record 2
{"formula": "C55H54FN4NaP2S2", "method": "wB97M-V/def2-TZVPD", "orbital_gap_ev": 5.9, "spin_multiplicity": 1, "charge": -2, "lumo_energy_ev": 3.313, "symbols": ["Na", "C", "P", "C", "C", "C", "C", "C", "C", "C", "C", "C", "C", "C", "C", "C", "C", "C", "C", "C", "P", "C", "C", "C", "C", "C", "C", "C", "C", "C", "C", "C", "C", "N", "H", "H", "H", "H", "H", "H", "H", "H", "H", "H", "H", "H", "H", "H", "H", "H", "H", "H", "H", "H", "H", "H", "H", "H", "H", "H", "S", "C", "N", "C", "C", "C", "C", "C", "C", "S", "H", "H", "H", "H", "C", "C", "C", "C", "C", "C", "C", "N", "C", "C", "C", "C", "C", "C", "C", "N", "C", "C", "C", "C", "H", "H", "H", "H", "H", "H", "H", "H", "H", "H", "H", "H", "H", "H", "H", "H", "H", "H", "H", "H", "H", "H", "H", "H", "F"], "positions_angstrom": [[-1.911, -0.135, 0.893], [-3.945, 2.533, 1.961], [-2.312, 2.109, 2.731], [-1.348, 3.643, 2.573], [-0.578, 4.157, 3.633], [0.008, 5.409, 3.636], [0.015, 6.132, 2.457], [-0.560, 5.608, 1.354], [-1.259, 4.389, 1.370], [-2.783, 1.983, 4.489], [-3.223, 3.094, 5.190], [-3.697, 2.972, 6.480], [-3.733, 1.744, 7.067], [-3.428, 0.602, 6.367], [-2.972, 0.702, 5.073], [-3.996, 2.316, 0.460], [-4.802, 3.039, -0.442], [-4.635, 2.442, -1.715], [-3.688, 1.405, -1.469], [-2.929, 0.669, -2.525], [-1.123, 1.198, -2.423], [-0.340, 0.234, -3.824], [0.995, -0.214, -3.734], [1.502, -0.870, -4.829], [0.737, -1.247, -5.933], [-0.574, -0.768, -6.016], [-1.067, -0.017, -4.979], [-1.069, 2.915, -3.139], [-1.918, 3.903, -2.694], [-1.792, 5.220, -3.152], [-0.820, 5.537, -4.104], [0.073, 4.563, -4.521], [-0.025, 3.247, -4.044], [-3.334, 1.318, -0.165], [-4.262, 3.591, 2.067], [-4.637, 1.952, 2.614], [-0.578, 3.603, 4.608], [0.452, 5.856, 4.528], [0.542, 7.034, 2.350], [-0.437, 6.128, 0.383], [-1.874, 4.053, 0.515], [-3.090, 4.091, 4.766], [-4.031, 3.811, 6.999], [-4.149, 1.764, 8.072], [-3.575, -0.342, 6.872], [-2.702, -0.137, 4.408], [-5.468, 3.831, -0.217], [-4.884, 2.878, -2.651], [-3.292, 0.895, -3.529], [-2.872, -0.367, -2.317], [1.544, -0.033, -2.814], [2.560, -1.132, -4.839], [1.147, -1.913, -6.735], [-1.214, -0.941, -6.907], [-2.076, 0.323, -5.081], [-2.655, 3.651, -1.953], [-2.510, 5.959, -2.769], [-0.685, 6.563, -4.384], [0.871, 4.805, -5.169], [0.715, 2.459, -4.274], [-3.132, -2.726, 1.811], [-1.753, -2.495, 2.716], [-1.049, -1.420, 2.973], [0.082, -1.690, 3.760], [1.030, -0.756, 4.093], [2.150, -1.167, 4.815], [2.214, -2.466, 5.416], [1.257, -3.402, 5.037], [0.210, -3.016, 4.223], [-1.137, -3.915, 3.653], [0.923, 0.257, 3.708], [2.932, -0.405, 4.946], [3.002, -2.681, 6.073], [1.203, -4.440, 5.365], [1.540, -4.594, -3.969], [0.068, -4.777, -3.583], [-0.165, -6.205, -3.096], [-0.806, -4.530, -4.838], [-0.316, -3.758, -2.490], [-1.623, -3.556, -2.108], [-1.959, -2.585, -1.185], [-1.045, -1.829, -0.572], [0.248, -1.979, -0.925], [0.635, -2.911, -1.886], [1.294, -1.216, -0.203], [2.632, -1.631, -0.202], [3.622, -0.951, 0.519], [3.223, 0.186, 1.192], [1.901, 0.604, 1.056], [0.933, -0.047, 0.420], [5.117, -1.446, 0.694], [5.383, -2.744, -0.127], [5.367, -1.763, 2.163], [6.128, -0.312, 0.262], [1.873, -5.182, -4.810], [2.159, -5.005, -3.151], [1.861, -3.591, -4.152], [0.305, -6.955, -3.836], [-1.249, -6.458, -3.057], [0.253, -6.422, -2.041], [-0.515, -5.238, -5.602], [-0.729, -3.527, -5.274], [-1.809, -4.732, -4.651], [-2.464, -4.133, -2.478], [-2.959, -2.331, -0.878], [1.703, -3.059, -2.148], [2.918, -2.607, -0.578], [3.826, 0.732, 1.933], [1.571, 1.498, 1.611], [4.623, -3.503, 0.080], [6.330, -3.111, 0.175], [5.434, -2.592, -1.185], [4.999, -2.750, 2.470], [4.884, -1.023, 2.831], [6.456, -1.703, 2.277], [5.993, 0.049, -0.706], [7.155, -0.695, 0.443], [6.032, 0.493, 1.000], [8.932, 0.004, 1.445]], "forces_ev_per_angstrom": [[0.50, -0.25, 0.26], [-0.41, 0.65, -0.04], [0.25, -0.48, -0.78], [0.91, 1.40, -0.28], [-0.74, -0.79, 1.97], [0.18, 0.08, -0.02], [0.34, -0.43, 0.70], [-0.81, -0.94, -2.48], [-0.97, -0.35, 0.52], [-0.77, -0.30, 0.28], [0.62, 0.72, -0.04], [0.65, -0.31, -1.23], [-1.04, 0.24, 1.09], [0.01, -0.62, 0.28], [0.88, 0.52, -1.59], [-0.98, 0.13, 0.34], [0.59, -0.89, 0.02], [1.53, -0.94, 1.67], [-0.83, 0.89, -1.00], [0.83, 1.51, -0.13], [0.41, -0.08, 0.13], [-0.09, 0.39, 0.63], [-1.63, 0.69, -0.03], [1.26, -1.00, -0.57], [-0.16, 0.01, -0.63], [0.37, -0.64, -1.03], [-0.17, -0.10, 0.16], [1.11, -0.93, -0.87], [0.00, 0.79, 0.08], [-0.31, -0.33, -0.18], [-0.34, -0.14, 0.97], [-0.38, -1.23, 0.76], [-0.55, 0.14, 0.53], [-0.07, 0.20, -0.37], [0.39, -0.33, 0.50], [0.10, 0.01, -0.81], [0.04, 0.43, -0.99], [-0.03, -0.46, -0.15], [0.55, 1.22, 0.18], [-0.32, -0.31, 0.66], [0.66, 0.24, 0.28], [-0.24, -0.25, -0.06], [-0.42, 1.35, 0.84], [0.23, -0.67, 0.00], [0.15, -0.24, -0.24], [-0.19, 0.11, 0.76], [-0.44, 0.74, 0.36], [-0.41, -0.05, -0.68], [-0.32, -0.25, 0.16], [-0.12, -1.27, -0.12], [0.18, 0.03, -0.28], [-0.15, -0.19, 0.15], [-0.24, 0.87, 0.82], [0.58, -0.07, 0.71], [-0.40, 0.37, 0.14], [-0.28, 0.10, 0.16], [0.49, -0.18, -0.23], [-0.01, 0.33, -0.37], [0.74, 0.32, -0.69], [-0.45, 0.74, -0.22], [-0.84, 0.20, -0.27], [0.78, -0.31, 1.44], [0.48, -0.20, -0.26], [-1.39, -0.36, -0.45], [1.05, 0.16, -0.11], [-0.29, -0.04, 0.82], [-0.91, 1.42, -2.05], [-0.30, -0.25, 0.43], [-0.12, 0.85, -0.29], [-0.23, -0.48, -0.44], [0.14, -0.19, 0.09], [-0.21, -0.59, 0.33], [1.02, -0.48, 0.67], [0.54, 0.23, 0.30], [0.57, -1.16, 1.10], [-0.01, 0.93, -0.33], [0.37, -1.80, 0.47], [1.56, 0.24, -0.19], [0.86, 0.54, -0.08], [-1.25, -0.26, 0.02], [1.12, 0.75, 0.41], [0.78, 0.23, -0.57], [-0.51, -0.73, 0.24], [0.38, -1.02, -0.50], [0.56, 1.80, 0.56], [0.12, -0.38, 0.54], [1.19, -0.41, 0.23], [-0.62, 0.57, 0.38], [-0.49, 0.21, 0.70], [0.36, -1.27, -0.72], [-1.05, 0.26, -1.43], [-0.96, 0.82, 0.77], [0.12, 0.35, 0.44], [-0.09, -1.65, 2.83], [-0.43, -0.36, -0.61], [-0.07, 0.38, -0.06], [-0.13, 0.74, -0.09], [-0.60, 1.08, 1.11], [0.63, 0.28, 0.03], [-0.47, 0.49, -1.70], [0.27, -0.28, -0.35], [0.18, -0.11, 0.39], [-1.90, -0.20, 0.52], [0.24, -0.15, -0.30], [-0.35, -0.46, -0.15], [-1.04, 0.45, 0.31], [-0.23, 0.21, -0.31], [0.06, -0.29, -0.76], [0.14, -0.31, -0.39], [0.13, -0.04, 0.07], [1.00, -0.49, 0.34], [-0.12, 0.33, -0.74], [0.03, 0.12, -0.19], [0.41, -0.30, -0.31], [-0.16, -0.12, 0.41], [-0.35, 0.51, -1.73], [-0.23, 0.46, -0.25], [0.08, 0.08, -0.34], [-0.09, -0.16, -0.03]]}



Record 3
{"formula": "C3H8N2O2", "method": "wB97M-V/def2-TZVPD", "smiles": "c1c[nH]cn1.O.O", "orbital_gap_ev": 9.1, "spin_multiplicity": 1, "charge": 0, "lumo_energy_ev": 0.453, "symbols": ["C", "C", "N", "C", "N", "H", "H", "H", "H", "O", "H", "H", "O", "H", "H"], "positions_angstrom": [[0.512, 1.588, 1.812], [0.874, 0.924, 0.655], [0.581, -0.403, 0.888], [-0.040, -0.467, 2.095], [-0.048, 0.711, 2.683], [0.388, 2.630, 2.054], [1.664, 1.143, -0.049], [0.366, -0.957, 0.059], [-0.404, -1.344, 2.604], [0.648, -1.472, -1.744], [1.221, -1.802, -2.446], [-0.082, -0.995, -2.139], [-1.672, -0.118, -2.331], [-1.401, 0.664, -1.879], [-2.607, -0.103, -2.260]], "forces_ev_per_angstrom": [[-0.57, -0.26, -0.61], [0.96, 0.41, 1.06], [-0.91, -0.01, -0.43], [0.35, 0.78, 0.44], [-0.57, -0.62, 0.34], [0.76, 0.23, -0.21], [-0.58, 0.32, -0.49], [0.68, -0.61, 0.46], [-0.03, -0.26, -0.45], [0.64, -0.34, 0.22], [-0.21, 0.14, 0.12], [-0.48, -0.04, -0.49], [0.88, -0.50, -0.52], [0.44, 1.02, 0.56], [-1.37, -0.25, 0.01]]}



Record 4
{"formula": "C8H14", "method": "wB97M-V/def2-TZVPD", "smiles": "C#CC(C)(C)C.C=C", "orbital_gap_ev": 10.8, "spin_multiplicity": 1, "charge": 0, "lumo_energy_ev": 0.964, "symbols": ["C", "C", "C", "C", "C", "C", "H", "H", "H", "H", "H", "H", "H", "H", "H", "H", "C", "C", "H", "H", "H", "H"], "positions_angstrom": [[0.534, 2.049, -1.184], [-0.005, 1.137, -0.608], [-1.051, 0.161, -0.176], [-0.522, -0.823, 0.855], [-2.211, 0.972, 0.413], [-1.497, -0.591, -1.435], [1.123, 2.788, -1.634], [-0.414, -0.362, 1.834], [-1.175, -1.692, 0.941], [0.501, -1.141, 0.586], [-3.003, 0.300, 0.745], [-2.621, 1.653, -0.332], [-1.874, 1.557, 1.266], [-1.828, 0.108, -2.203], [-0.677, -1.183, -1.835], [-2.324, -1.260, -1.200], [2.532, -0.113, 0.954], [3.156, -1.118, 0.375], [2.497, -0.011, 2.026], [2.029, 0.695, 0.363], [3.226, -1.207, -0.697], [3.604, -1.921, 0.946]], "forces_ev_per_angstrom": [[-0.12, -0.87, 0.65], [-0.97, 0.35, -0.56], [0.35, 0.38, -0.07], [0.88, -0.23, -0.03], [-0.09, -0.03, -0.13], [-0.06, 0.04, 0.00], [0.36, 0.53, -0.29], [-0.15, 0.11, 0.15], [-0.04, 0.02, 0.01], [-0.78, -0.19, 0.01], [-0.03, -0.06, 0.01], [-0.02, 0.02, 0.00], [0.02, 0.03, 0.04], [0.01, 0.02, -0.03], [0.05, -0.04, -0.05], [-0.05, -0.06, 0.07], [-0.20, 1.24, -0.58], [0.18, -0.32, -0.04], [-0.09, -0.08, 0.25], [0.72, -0.93, 0.68], [-0.07, 0.02, -0.19], [0.10, 0.04, 0.07]]}